No. 1
20
Properties=species:S:1:pos:R:3:lowdin_charge:R:1 method="wB97M-V/def2-TZVPD" de_lowest_kj_mol=191.92 smiles="CC=C=C(Cl)/C=C/OC(C)=O" energy_ha=-920.77661
C -2.05 3.13 -2.73 -0.08
C -2.16 1.63 -2.65 -0.17
C -1.30 0.78 -2.20 0.02
C -0.21 0.05 -1.49 -0.61
Cl 1.27 -0.34 -2.36 0.66
C -0.29 -0.38 -0.11 -0.13
C 0.80 -0.87 0.46 -0.12
O 0.84 -1.23 1.81 0.04
C 1.91 -1.75 2.33 -0.54
C 1.67 -2.31 3.79 0.06
O 2.96 -1.73 1.78 0.12
H -2.94 3.68 -2.75 0.05
H -1.32 3.48 -1.93 0.11
H -1.61 3.52 -3.58 0.04
H -3.00 1.21 -3.09 0.08
H -1.20 -0.16 0.48 0.14
H 1.81 -1.08 -0.04 0.12
H 2.57 -2.32 4.33 0.06
H 1.32 -3.36 3.60 0.11
H 0.94 -1.96 4.36 0.02


No. 2
28
Properties=species:S:1:pos:R:3:lowdin_charge:R:1 method="wB97M-V/def2-TZVPD" smiles="O=NO[PH3]C(=O)NC(=O)F.O=[N+]([O-])c1ccccc1" energy_ha=-1366.95191
O 1.93 -4.98 -2.00 0.01
N 2.63 -4.22 -2.55 -0.11
O 2.50 -2.91 -2.08 -0.41
P 0.87 -2.27 -1.87 0.92
C -0.84 -1.38 -1.71 -0.53
O -0.88 -0.31 -1.16 0.05
N -2.08 -1.93 -2.27 0.12
C -2.21 -3.31 -2.18 -0.58
O -2.32 -3.93 -1.18 0.17
F -2.19 -3.91 -3.39 0.09
H 0.40 -3.10 -2.90 0.04
H 0.75 -2.74 -0.56 0.05
H 1.43 -1.02 -2.09 0.05
H -2.27 -1.59 -3.20 0.14
O 2.14 3.67 -0.07 0.07
N 2.03 3.69 1.14 -0.35
O 2.84 4.20 1.89 0.08
C 0.84 3.06 1.74 -0.15
C -0.08 2.45 0.91 0.00
C -1.18 1.84 1.47 -0.07
C -1.36 1.86 2.85 -0.07
C -0.43 2.49 3.67 -0.07
C 0.68 3.10 3.11 -0.01
H 0.07 2.44 -0.16 0.12
H -1.90 1.35 0.83 0.10
H -2.22 1.38 3.29 0.11
H -0.57 2.50 4.74 0.11
H 1.42 3.59 3.73 0.12


No. 3
23
Properties=species:S:1:pos:R:3:lowdin_charge:R:1 method="wB97M-V/def2-TZVPD" total_charge=+1 de_lowest_kj_mol=235.62 energy_ha=-855.49940
In 16.27 22.66 -0.75 1.07
O 15.11 25.28 -1.44 -0.27
C 15.29 26.71 -1.40 -0.20
C 14.17 27.66 -2.01 -0.18
O 12.81 27.37 -1.73 0.07
H 16.20 27.16 -1.79 0.12
H 15.32 27.08 -0.37 0.14
H 14.23 27.57 -3.09 0.16
H 14.31 28.73 -1.84 0.13
C 23.15 24.86 1.56 -0.05
C 22.45 24.38 0.49 -0.09
C 21.10 24.27 0.53 -0.02
C 20.36 24.86 1.57 -0.11
C 21.02 25.57 2.62 0.03
C 22.44 25.51 2.61 -0.03
N 18.88 24.91 1.50 -0.32
O 18.29 24.52 0.45 -0.15
O 18.21 25.32 2.40 0.11
H 24.21 24.73 1.68 0.12
H 22.91 23.91 -0.36 0.12
H 20.64 23.74 -0.29 0.12
H 20.54 26.16 3.38 0.12
H 23.06 25.96 3.38 0.11


No. 4
21
Properties=species:S:1:pos:R:3:lowdin_charge:R:1 method="wB97M-V/def2-TZVPD" total_charge=-1 de_lowest_kj_mol=588.33 energy_ha=-570.03085
C 2.91 1.61 -0.21 -0.13
C 1.74 2.36 0.12 -0.18
C 2.78 0.17 -0.27 -0.16
C 0.58 1.74 0.35 -0.17
C 1.60 -0.46 -0.08 -0.23
C 0.49 0.30 0.22 -0.04
C -1.20 -2.56 -0.37 -0.07
C -1.82 -1.29 0.23 -0.14
N -2.61 -0.51 -0.53 0.04
N -3.26 0.43 0.08 -0.52
O -3.21 0.56 1.32 -0.05
O -3.95 1.17 -0.60 -0.01
H 3.96 1.98 -0.23 0.08
H 1.94 3.49 0.26 0.11
H 3.74 -0.44 -0.58 0.10
H -0.33 2.29 0.47 0.07
H 1.51 -1.51 -0.28 0.04
H -1.05 -3.08 0.54 0.05
H -0.14 -2.36 -0.77 0.07
H -1.96 -3.00 -0.99 0.06
H -1.75 -0.91 1.29 0.10


No. 5
22
Properties=species:S:1:pos:R:3:lowdin_charge:R:1 method="wB97M-V/def2-TZVPD" total_charge=+1 de_lowest_kj_mol=11.69 energy_ha=-968.12886
C 3.24 0.45 -0.74 -0.04
C 2.22 0.23 -1.66 -0.01
C 2.93 0.56 0.60 -0.05
C 0.87 0.36 -1.24 -0.02
C 1.62 0.69 1.00 -0.03
C 0.53 0.57 0.11 -0.28
C -2.29 -1.13 0.21 -0.49
C -0.78 0.83 0.64 -0.27
N -1.34 -0.53 0.93 0.13
N -2.92 -2.25 0.33 0.26
O -3.00 2.12 -0.19 -0.39
O -2.74 -0.41 -0.79 -0.12
S -1.97 1.29 -0.81 1.19
H 4.20 0.40 -1.10 0.09
H 2.60 0.11 -2.59 0.08
H 3.71 0.82 1.28 0.11
H 0.04 0.24 -1.83 0.05
H 1.29 0.75 2.10 0.15
H -0.91 1.48 1.47 0.14
H -0.92 -1.04 1.71 0.18
H -3.57 -2.48 -0.40 0.15
H -2.81 -3.04 0.97 0.16


No. 6
23
Properties=species:S:1:pos:R:3:lowdin_charge:R:1 method="wB97M-V/def2-TZVPD" total_charge=+1 de_lowest_kj_mol=340.40 energy_ha=-720.29776
C -0.43 1.88 -0.39 0.17
C 1.37 -1.28 0.21 0.05
C 0.53 0.98 0.00 -0.21
C 0.31 -0.41 0.23 -0.05
C 2.68 -0.80 -0.01 -0.30
C -2.60 0.35 -0.45 0.00
C 1.92 1.47 0.06 -0.36
C -1.04 -1.09 0.51 -0.35
N 3.72 -1.60 -0.17 0.25
N -3.62 1.36 -0.01 0.17
O 2.28 2.60 0.14 0.18
O 2.94 0.49 -0.05 0.17
O -2.13 -0.19 0.67 -0.05
O -1.32 -2.08 -0.40 0.05
H -0.11 2.89 -0.61 0.04
H 1.22 -2.34 0.33 0.14
H -0.96 -1.59 1.49 0.18
H 3.62 -2.60 -0.17 0.14
H 4.64 -1.20 -0.31 0.15
H -3.75 1.35 1.01 0.17
H -4.50 1.17 -0.50 0.16
H -3.26 2.28 -0.31 0.15
H -1.51 -1.68 -1.27 0.11


No. 7
24
Properties=species:S:1:pos:R:3:lowdin_charge:R:1 method="wB97M-V/def2-TZVPD" de_lowest_kj_mol=301.70 smiles="O=C=CNP(O)ON=O.c1ccccc1" energy_ha=-1061.92072
O -2.18 -5.03 0.53 0.13
C -1.65 -3.99 0.81 -0.16
C -0.95 -2.92 1.10 -0.19
N -1.33 -1.76 1.90 -0.20
P -0.69 -0.30 1.56 0.77
O -1.99 0.56 1.89 -0.28
O -0.12 0.01 3.14 -0.26
N 1.05 -0.62 3.32 -0.06
O 1.35 -1.21 2.32 -0.10
H 0.10 -2.93 0.78 0.12
H -2.37 -1.96 2.25 0.18
H -1.79 1.57 1.81 0.13
C 1.14 2.94 -1.68 -0.09
C 2.15 2.02 -2.12 -0.09
C 1.84 0.68 -2.29 -0.10
C 0.58 0.21 -1.83 -0.12
C -0.39 1.10 -1.42 -0.17
C -0.09 2.46 -1.35 -0.13
H 1.61 3.94 -1.73 0.11
H 3.18 2.20 -2.47 0.10
H 2.59 -0.08 -2.56 0.11
H 0.27 -0.87 -2.03 0.12
H -1.36 0.92 -0.94 0.08
H -0.95 3.06 -0.99 0.11


No. 8
26
Properties=species:S:1:pos:R:3:lowdin_charge:R:1 method="wB97M-V/def2-TZVPD" total_charge=+1 de_lowest_kj_mol=292.82 energy_ha=-2137.69770 spin_multiplicity=4
O 0.31 0.14 -4.32 0.13
C 0.53 0.42 -3.20 -0.33
V 0.86 0.81 -1.59 0.29
C -0.72 1.05 -0.66 -0.25
O -1.67 1.22 0.01 0.09
C -2.72 -1.09 -2.22 -0.16
O -1.99 -1.74 -1.52 0.11
C 1.78 2.50 -1.74 -0.08
O 2.26 3.53 -1.93 0.17
C -2.39 0.30 -2.53 -0.02
O -2.60 1.30 -3.17 0.21
H -3.62 -1.38 -2.55 0.11
C 1.21 0.83 2.65 -0.05
N 1.92 -0.08 1.75 -0.01
C 1.27 -0.69 0.74 -0.76
S 2.10 -0.87 -0.77 0.78
N 0.05 -1.23 0.91 -0.02
C -0.45 -1.64 2.22 -0.03
H 0.23 1.14 2.29 0.09
H 1.81 1.72 2.81 0.10
H 1.09 0.39 3.63 0.08
H 2.86 0.27 1.49 0.14
H -0.42 -1.61 0.09 0.10
H -1.20 -0.92 2.59 0.10
H -0.90 -2.64 2.10 0.11
H 0.39 -1.71 2.91 0.09


No. 9
21
Properties=species:S:1:pos:R:3:lowdin_charge:R:1 method="wB97M-V/def2-TZVPD" total_charge=+1 de_lowest_kj_mol=146.08 energy_ha=-892.83684
C 2.79 -0.95 -1.52 -0.10
C -1.49 -0.69 1.19 0.05
C 3.67 -2.04 -1.47 -0.25
C -0.17 -0.83 1.06 0.02
C -1.83 0.55 0.66 -0.23
C 2.57 -0.44 -0.29 -0.50
C -3.07 1.33 0.69 0.02
C 1.76 0.74 0.14 -0.04
N 4.21 -2.31 -0.31 -0.28
N 0.33 0.27 0.49 -0.02
O -0.67 1.13 0.28 0.13
S 3.61 -1.29 0.86 1.03
H 2.32 -0.63 -2.39 0.10
H -1.99 -1.44 1.74 0.13
H 3.71 -2.76 -2.30 0.13
H 0.34 -1.70 1.34 0.14
H -2.93 2.03 -0.24 0.14
H -3.86 0.59 0.54 0.09
H -3.36 1.85 1.72 0.16
H 2.07 1.15 1.05 0.10
H 1.71 1.59 -0.65 0.18


No. 10
20
Properties=species:S:1:pos:R:3:lowdin_charge:R:1 method="wB97M-V/def2-TZVPD" total_charge=+1 de_lowest_kj_mol=570.97 energy_ha=-817.52340
C -0.71 -1.51 -0.53 -0.06
C 0.01 0.64 1.19 -0.03
C -2.41 1.41 0.84 -0.16
C -1.25 0.63 0.59 -0.19
C -1.53 -0.45 -0.40 -0.45
C 2.06 0.41 -1.76 0.02
C 2.13 0.66 -0.52 0.06
C 0.48 -1.54 0.41 -0.12
N -3.40 1.10 0.03 -0.28
N 1.02 -0.22 0.78 -0.03
S -3.15 -0.16 -0.98 1.04
H -0.86 -2.31 -1.22 0.11
H 0.15 1.54 1.80 0.14
H -2.42 2.21 1.54 0.12
H 2.73 1.08 -2.37 0.12
H 1.52 -0.28 -2.47 0.12
H 2.79 1.22 0.21 0.14
H -0.04 -1.74 1.41 0.17
H 1.16 -2.34 -0.02 0.16
H 1.73 -0.36 1.44 0.13


No. 11
20
Properties=species:S:1:pos:R:3:lowdin_charge:R:1 method="wB97M-V/def2-TZVPD" de_lowest_kj_mol=240.34 smiles="C=C(C#N)c1[nH]ccc1NC" energy_ha=-474.42341
C -2.26 2.14 0.05 0.07
C -2.48 0.83 -0.01 -0.22
C -3.78 0.31 -0.01 -0.24
N -4.83 -0.13 -0.08 0.18
C -1.44 -0.35 0.01 -0.13
N -1.96 -1.64 0.12 0.03
C -0.89 -2.56 0.09 -0.10
C 0.24 -1.84 0.06 -0.07
C -0.03 -0.45 0.06 -0.25
N 0.82 0.62 0.00 0.00
C 2.33 0.47 -0.01 -0.04
H -1.33 2.63 0.13 0.03
H -3.13 2.81 0.26 0.09
H -2.95 -1.89 0.03 0.14
H -1.05 -3.67 -0.07 0.13
H 1.29 -2.05 -0.03 0.09
H 0.31 1.51 -0.01 0.11
H 2.94 0.96 0.65 0.04
H 2.55 -0.58 0.11 0.07
H 2.78 0.93 -0.88 0.07